Density functional theory data (wB97M-V/def2-TZVPD) for one molecule with the formula C11H13N.

The geometry in XYZ format:
```
25
Properties=species:S:1:pos:R:3:lowdin_charge:R:1
C 4.129 1.924 -0.255 0.005
C 3.557 0.709 -0.133 -0.078
C 2.994 -0.491 -0.079 -0.122
C 1.570 -0.764 -0.439 -0.241
C -0.491 -1.791 0.404 -0.187
C -1.446 -0.619 0.203 -0.255
C -1.360 0.473 1.002 -0.051
C -2.264 1.547 0.854 -0.088
C -3.279 1.515 -0.070 -0.091
C -3.375 0.335 -0.879 -0.077
C -2.449 -0.691 -0.761 -0.054
H 4.561 2.253 -1.193 0.048
H 4.104 2.622 0.565 0.043
H 3.613 -1.323 0.271 0.109
H 1.608 -1.490 -1.263 0.115
H 1.080 0.165 -0.770 0.127
H 1.361 -2.207 0.990 0.112
H -0.505 -2.498 -0.451 0.115
H -0.854 -2.367 1.274 0.126
H -0.516 0.517 1.690 0.115
H -2.215 2.418 1.508 0.101
H -4.015 2.305 -0.204 0.099
H -4.189 0.366 -1.607 0.098
H -2.499 -1.578 -1.389 0.108
N 0.878 -1.332 0.731 -0.078
```

SMILES ... C=C=CCNCc1ccccc1
DFT total energy ... -13105.7829 eV
Energy above the lowest of the compared OMol25 structures with the same formula, charge and spin ... 54.4 kcal/mol
Strongest force on any atom ... 2.7 eV Å⁻¹
E_LUMO ... 0.033 Eh
Spin multiplicity ... 1
Net charge ... 0
HOMO energy ... -9.06 eV